Entry from the OMol25 dataset: a 2-piece molecular cluster, C24H36ClSi overall in a non-equilibrium geometry (ωB97M-V with the def2-TZVPD basis set).

Positions of all 62 atoms, in Å:
H: -0.68084 -5.17189 -2.83615
Si: -1.82468 -5.05917 -3.81775
Cl: -3.35236 -4.08834 -2.85209
C: -1.43348 -4.04316 -5.35418
C: -2.47731 -6.74113 -4.34743
H: -0.52655 -4.39549 -5.86527
H: -2.28107 -4.13417 -6.05017
H: -1.30818 -2.97867 -5.11037
H: -1.66619 -7.38116 -4.71961
H: -2.97109 -7.25258 -3.50989
H: -3.21410 -6.59993 -5.15108
C: 1.86427 -1.11427 -4.14415
C: 2.44233 -2.29939 -3.43745
C: 1.87407 -3.55870 -3.59300
C: 2.39056 -4.67594 -2.93543
C: 1.79688 -6.02124 -3.25219
C: 3.40900 -4.49597 -1.98190
C: 3.85149 -5.61604 -1.05508
C: 4.79262 -6.59377 -1.76975
C: 2.70684 -6.37234 -0.32339
C: 1.59885 -5.52705 0.14471
C: 0.89752 -5.73701 1.34826
C: 0.67681 -4.63418 2.25300
C: 1.43683 -3.35312 2.09584
C: -0.19319 -4.79252 3.31749
C: -0.79674 -6.02800 3.59121
C: -1.78305 -6.12930 4.71108
C: -0.45076 -7.14001 2.81440
C: 0.41502 -7.04140 1.73811
C: 0.77607 -8.28499 0.98993
C: 4.05730 -3.25257 -1.89691
C: 5.26994 -3.07585 -1.02949
C: 3.55322 -2.16342 -2.60587
H: 2.47130 -0.23144 -3.93099
H: 1.84931 -1.26532 -5.22889
H: 0.83188 -0.90415 -3.83679
H: 1.00982 -3.68614 -4.24744
H: 2.56352 -6.78486 -3.46234
H: 1.16172 -6.38030 -2.42784
H: 1.16318 -5.94708 -4.15019
H: 4.45752 -5.18247 -0.24539
H: 5.61563 -6.03900 -2.23508
H: 5.22916 -7.29742 -1.05046
H: 4.26206 -7.16504 -2.54042
H: 2.30384 -7.17661 -0.96302
H: 3.18471 -6.86700 0.54597
H: 1.41096 -4.60291 -0.41520
H: 1.10033 -2.62099 2.83841
H: 2.51450 -3.49619 2.25808
H: 1.33201 -2.92083 1.09553
H: -0.42427 -3.94528 3.96305
H: -2.20427 -7.13968 4.74638
H: -1.32662 -5.89346 5.68355
H: -2.61183 -5.42272 4.56970
H: -0.88744 -8.11345 3.07147
H: 0.39024 -9.15728 1.53365
H: 0.35183 -8.28303 -0.02389
H: 1.86155 -8.40932 0.91047
H: 5.65620 -2.05715 -1.14587
H: 5.02712 -3.22750 0.03197
H: 6.06205 -3.78935 -1.30103
H: 4.04390 -1.19140 -2.50874

Properties
HOMO ... -11.25 eV
Charge ... +1
Electronic energy ... -45867.2104 eV
Energy relative to the best compared isomer or geometry (same formula, charge and spin) ... 0.0 kcal/mol
Largest force on an atom ... 1.3 eV Å⁻¹
Orbital gap ... 5.73 eV